Formula: C4H9N
Source: the OMol25 dataset
Level of theory: wB97M-V/def2-TZVPD

Element x y z (Å)
C: -1.411 0.363 -0.596
C: -0.513 0.585 0.599
C: 0.080 -0.606 1.262
N: 0.925 0.345 0.554
C: 1.534 -0.097 -0.693
H: -2.417 0.065 -0.279
H: -1.512 1.255 -1.219
H: -1.003 -0.438 -1.214
H: -0.761 1.444 1.222
H: -0.117 -1.556 0.756
H: 0.196 -0.685 2.346
H: 2.573 -0.380 -0.502
H: 1.036 -0.949 -1.179
H: 1.539 0.731 -1.409

Output
**Gap between HOMO and LUMO**: 10.10 eV
**SMILES**: C[C@H]1CN1C
**DFT total energy**: -212.5098 Eh

=====

Formula: C6H11N3S
Source: the OMol25 dataset
Level of theory: wB97M-V/def2-TZVPD

Element x y z (Å)
C: 3.516 -0.199 -0.662
C: 3.222 -0.906 0.508
C: -1.186 -0.770 1.097
C: -2.512 1.187 0.220
C: -1.116 -0.185 -1.355
C: -1.248 0.342 0.064
N: 2.570 0.721 -0.832
N: 2.106 -0.395 1.020
N: 1.799 0.559 0.194
S: 0.063 1.584 0.411
H: 4.321 -0.303 -1.359
H: 3.736 -1.714 0.989
H: -0.232 -1.290 1.041
H: -1.292 -0.366 2.101
H: -1.988 -1.486 0.921
H: -2.539 1.986 -0.520
H: -2.563 1.633 1.211
H: -3.393 0.562 0.078
H: -1.072 0.635 -2.069
H: -0.215 -0.787 -1.463
H: -1.977 -0.809 -1.596

Output
**Gap between HOMO and LUMO**: 9.40 eV
**SMILES**: CC(C)(C)Sn1nccn1
**DFT total energy**: -797.6140 Eh

=====

Quick rundown of ΔE to the lowest compared entry with this formula, charge and spin, same order as above: 25.93; 22.53 kcal per mole
Quick rundown of HOMO level, same order as above: -0.3274; -0.3497 Eh